C52H46N8O2S3SbV as an isolated structure, computed with ωB97M-V with the def2-TZVPD basis set.

Structure (ORCA input):
```
! RIJCOSX wB97M-V def2-TZVPD def2/J DEFGRID3
* xyz 1 4
V 0.0651 0.8221 0.0533
C 4.1338 0.1995 -1.7944
C 4.6118 1.5001 -1.8323
C 3.9196 2.4868 -1.1549
C 2.7615 2.1479 -0.4710
N 2.2828 0.8905 -0.4499
C 2.9699 -0.0538 -1.0949
C 1.9730 3.1210 0.3187
C 2.3095 4.4417 0.5695
C 1.4989 5.1705 1.4266
C 0.4268 4.5634 2.0595
C 0.1568 3.2387 1.7613
N 0.8859 2.5800 0.8611
C -0.8459 2.3821 2.4336
C -1.7926 2.8634 3.3222
C -2.6128 1.9574 3.9726
C -2.4607 0.6034 3.7188
C -1.5188 0.2076 2.7876
N -0.7270 1.0712 2.1502
H 4.6474 -0.6071 -2.2974
H 5.5133 1.7414 -2.3789
H 4.2662 3.5093 -1.1702
H 2.5553 -1.0511 -1.0445
H 3.1819 4.8961 0.1243
H 1.7228 6.2092 1.6268
H -0.1798 5.1138 2.7624
H -1.9080 3.9253 3.4768
H -3.3656 2.3071 4.6661
H -3.0741 -0.1394 4.2088
H -1.4054 -0.8369 2.5223
N -0.6385 -1.5475 -2.2918
C -0.0359 -0.4701 -2.8558
N 0.0971 0.6706 -2.2451
C 0.6842 1.6171 -3.0852
C 0.8207 2.9717 -2.8027
C 1.4303 3.7847 -3.7423
C 1.8992 3.2678 -4.9510
C 1.7327 1.9273 -5.2588
C 1.1099 1.1190 -4.3196
S 0.6634 -0.5625 -4.4517
H -1.3501 -1.3069 -1.6131
H -0.8543 -2.3264 -2.8922
H 0.4083 3.3864 -1.8886
H 1.5253 4.8437 -3.5405
H 2.3709 3.9233 -5.6700
H 2.0599 1.5304 -6.2100
N -5.9288 4.5440 -5.0889
C -5.0559 4.4559 -4.0240
C -5.4582 4.8356 -2.7409
C -4.5978 4.7031 -1.6674
C -3.3249 4.1878 -1.8628
C -2.9087 3.8058 -3.1345
C -3.7674 3.9341 -4.2049
S -2.2138 4.0359 -0.5119
O -2.9374 4.3857 0.6897
O -1.0052 4.7669 -0.8054
N -1.7640 2.4891 -0.4942
C -2.6284 1.4961 -0.2831
S -4.3423 1.5460 0.0148
C -4.3422 -0.1674 0.2712
C -3.0966 -0.6583 0.1401
N -2.1246 0.2613 -0.1956
H -6.7115 5.1672 -4.9846
H -5.5239 4.5527 -6.0095
H -6.4536 5.2342 -2.5892
H -4.9044 4.9964 -0.6732
H -1.9119 3.4070 -3.2815
H -3.4480 3.6319 -5.1948
H -5.2475 -0.7023 0.5001
H -2.8254 -1.6923 0.2873
C 2.1098 -3.6299 -2.1870
C 1.6905 -4.7874 -1.3169
C 1.8646 -6.0770 -1.8231
C 1.5100 -7.1947 -1.0918
C 0.9640 -7.0425 0.1758
C 0.7899 -5.7707 0.6924
C 1.1513 -4.6329 -0.0366
Sb 0.9362 -2.7123 0.9036
C 2.6703 -2.8631 2.1692
C 3.3670 -4.0661 2.2567
C 4.5313 -4.1653 3.0056
C 5.0149 -3.0493 3.6679
C 4.3322 -1.8459 3.5781
C 3.1606 -1.7300 2.8353
C 2.4335 -0.4113 2.8208
C -0.7576 -3.3354 2.0925
C -1.8014 -3.7999 1.2821
C -3.0333 -4.1497 1.8040
C -3.2482 -4.0269 3.1708
C -2.2239 -3.5780 3.9828
C -0.9691 -3.2322 3.4705
C 0.0771 -2.7627 4.4468
H 3.1975 -3.5275 -2.2054
H 1.6766 -2.6915 -1.8468
H 1.7831 -3.7858 -3.2167
H 2.2832 -6.1971 -2.8158
H 1.6549 -8.1822 -1.5095
H 0.6790 -7.9081 0.7590
H 0.3683 -5.6611 1.6840
H 3.0056 -4.9418 1.7336
H 5.0556 -5.1099 3.0660
H 5.9232 -3.1110 4.2528
H 4.7127 -0.9744 4.0979
H 3.0696 0.3861 3.2047
H 1.5366 -0.4472 3.4461
H 2.1132 -0.1304 1.8160
H -1.6404 -3.9119 0.2131
H -3.8157 -4.5193 1.1536
H -4.2046 -4.2931 3.6012
H -2.3837 -3.5015 5.0524
H -0.1847 -1.7838 4.8580
H 1.0618 -2.6973 3.9961
H 0.1458 -3.4540 5.2876
*
```

Its LUMO energy (alpha / beta) is -2.64 / -2.93 eV. As for the expectation value of S²: 3.758. The calculated total energy is -4976.462098 hartree. For the maximum force, the calculation gives 0.5 eV/Å. For the highest occupied orbital energy (alpha / beta), the calculation gives -9.4 / -9.8 eV. The energy above the lowest of the compared OMol25 structures with the same formula, charge and spin is 16.8 kJ/mol.

Here are the Löwdin charges for atoms 1 to 2, given in e: V 0.79; C -0.02